1.
# C37H35AsN6O4Ru

A structure of composition C37H35AsN6O4Ru (the ωB97M-V functional and the def2-TZVPD basis, OMol25).

Each line ends with the Mulliken charge.
CARTESIAN COORDINATES (ANGSTROEM)
1 Ru -0.14 -0.37 -0.19  0.5777
2 N 0.67 1.93 3.84  0.0933
3 C 0.46 0.94 2.97  -0.7163
4 N 0.16 1.13 1.72  0.5842
5 C -0.04 2.41 1.26  -0.0255
6 N -0.63 2.61 0.13  -1.5375
7 N -0.97 1.53 -0.58  1.6209
8 C -2.07 1.49 -1.23  -0.9474
9 C -2.34 0.37 -2.09  0.8683
10 C -3.52 0.30 -2.82  -0.9584
11 C -3.73 -0.78 -3.66  -0.5627
12 C -2.74 -1.75 -3.76  -0.9326
13 C -1.60 -1.62 -2.99  -0.1709
14 N -1.40 -0.60 -2.16  0.3666
15 C 0.35 3.53 2.09  0.5202
16 C 0.36 4.86 1.65  -0.2131
17 C 0.73 5.87 2.51  -0.9754
18 C 1.08 5.58 3.83  -0.5151
19 C 1.05 4.28 4.29  -0.9370
20 C 0.69 3.25 3.42  0.1283
21 H 0.81 1.72 4.81  0.3489
22 H 0.53 -0.08 3.34  0.4978
23 H -2.78 2.31 -1.16  0.4511
24 H -4.26 1.07 -2.72  0.5283
25 H -4.64 -0.87 -4.23  0.4715
26 H -2.85 -2.61 -4.41  0.4946
27 H -0.82 -2.36 -3.03  0.5905
28 H 0.06 5.08 0.63  0.4936
29 H 0.75 6.89 2.17  0.4722
30 H 1.38 6.37 4.49  0.4476
31 H 1.31 4.04 5.31  0.4450
32 C 0.94 -1.87 0.91  -1.9681
33 C 0.39 -2.89 0.06  0.9541
34 C 0.88 -3.08 -1.26  -0.1169
35 C 0.42 -4.13 -2.03  -0.5858
36 C -0.52 -5.02 -1.50  -0.4388
37 C -0.99 -4.87 -0.20  -0.7639
38 C -0.56 -3.82 0.57  -0.6839
39 H 2.01 -1.71 0.82  0.8967
40 H 0.62 -1.91 1.95  0.5431
41 H 1.64 -2.42 -1.65  0.2970
42 H 0.81 -4.28 -3.03  0.5254
43 H -0.86 -5.85 -2.11  0.4745
44 H -1.68 -5.59 0.22  0.4843
45 H -0.88 -3.73 1.60  0.8118
46 C 3.18 0.98 0.54  -1.4986
47 As 2.02 0.53 -0.95  1.3665
48 C 3.27 -0.49 -2.04  -1.4593
49 C 1.94 2.19 -2.05  -1.4005
50 C 3.20 2.98 -1.97  0.1269
51 C 3.37 3.93 -0.96  -0.0825
52 C 4.55 4.64 -0.84  -0.7221
53 C 5.58 4.43 -1.74  -0.5261
54 C 5.41 3.53 -2.78  -0.7173
55 C 4.24 2.80 -2.89  -0.3829
56 H 4.21 0.74 0.29  0.4642
57 H 2.90 0.43 1.44  0.4401
58 H 3.12 2.05 0.75  0.3539
59 H 4.13 0.15 -2.26  0.5562
60 H 2.81 -0.80 -2.98  0.3889
61 H 3.63 -1.37 -1.50  0.4730
62 H 1.09 2.78 -1.71  0.5002
63 H 1.75 1.84 -3.07  0.6829
64 H 2.55 4.12 -0.28  0.4365
65 H 4.67 5.37 -0.04  0.4468
66 H 6.50 4.99 -1.65  0.4076
67 H 6.20 3.39 -3.51  0.4115
68 H 4.10 2.11 -3.72  0.4819
69 O -1.54 -1.13 3.04  -0.6654
70 C -2.11 -1.32 1.98  -0.0381
71 O -1.85 -0.69 0.87  -0.1654
72 C -3.17 -2.40 1.83  -0.0318
73 C -3.73 -2.66 0.58  -0.0909
74 C -4.53 -3.77 0.40  -0.6152
75 C -4.77 -4.60 1.48  0.2033
76 C -4.26 -4.33 2.74  -0.5647
77 C -3.44 -3.23 2.92  -0.3429
78 N -5.53 -5.84 1.27  0.9434
79 O -5.61 -6.25 0.13  -0.5717
80 O -6.01 -6.37 2.25  -0.5607
81 H -3.51 -1.99 -0.24  0.3012
82 H -4.96 -4.01 -0.56  0.4738
83 H -4.49 -5.00 3.56  0.5308
84 H -3.00 -3.01 3.88  0.5079

Properties
Net charge: +2
Energy relative to the best compared isomer or geometry (same formula, charge and spin), kcal per mole: 7.6
Highest occupied orbital energy (spin up / spin down), eV: -13.5 / -13.5

---

2.
# C37H35BF5N2O6PdSTe

A structure of composition C37H35BF5N2O6PdSTe (the ωB97M-V functional and the def2-TZVPD basis, OMol25).

Each line ends with the Mulliken charge.
CARTESIAN COORDINATES (ANGSTROEM)
1 Pd -0.62 2.12 0.18  1.0775
2 C -1.58 -3.50 -0.83  -1.4978
3 C -0.14 -3.28 -0.37  1.9895
4 C 0.63 -4.58 -0.28  -1.9731
5 O -0.10 -2.64 0.88  -0.3517
6 C -0.27 -1.23 0.64  -1.5339
7 C 0.16 -1.08 -0.88  -0.8265
8 O 0.55 -2.41 -1.24  -0.4360
9 C 1.15 -0.06 -1.53  0.3522
10 O 0.47 1.17 -1.50  1.5887
11 C 2.58 -0.05 -0.98  0.8331
12 C 3.14 -1.16 -0.35  0.2007
13 C 4.49 -1.20 -0.05  -0.6492
14 C 5.32 -0.13 -0.35  -1.0315
15 C 4.78 0.97 -1.00  -0.9686
16 C 3.43 1.00 -1.32  -0.2447
17 C 1.23 -0.51 -3.02  0.9200
18 C 0.07 -0.40 -3.79  -0.1751
19 C 0.07 -0.76 -5.13  -1.1467
20 C 1.23 -1.23 -5.73  -0.6506
21 C 2.39 -1.34 -4.97  -1.0583
22 C 2.38 -0.99 -3.62  -0.4798
23 C 0.21 -0.44 1.90  3.3470
24 O -0.02 0.90 1.76  -1.3090
25 C -0.77 -0.94 3.01  0.2362
26 C -0.48 -1.82 4.04  -0.4961
27 C -1.44 -2.18 4.97  -0.8880
28 C -2.72 -1.65 4.91  -0.6765
29 C -3.02 -0.74 3.89  -0.5632
30 C -2.06 -0.39 2.96  -0.5222
31 C 1.67 -0.68 2.34  -0.0229
32 C 2.22 -1.95 2.55  0.4854
33 C 3.51 -2.09 3.06  -1.4682
34 C 4.27 -0.97 3.35  -0.6337
35 C 3.75 0.29 3.11  -0.6725
36 C 2.46 0.43 2.60  -0.7424
37 H -2.09 -4.15 -0.12  0.3822
38 H -1.58 -3.97 -1.82  0.3677
39 H -2.11 -2.55 -0.89  0.1623
40 H 0.16 -5.23 0.46  0.3906
41 H 1.65 -4.36 0.03  0.3779
42 H 0.65 -5.07 -1.25  0.4044
43 H -1.34 -1.00 0.61  0.4345
44 H -0.78 -0.84 -1.38  0.3768
45 H 2.52 -2.00 -0.12  0.2390
46 H 4.89 -2.08 0.45  0.4422
47 H 6.37 -0.16 -0.10  0.3349
48 H 5.40 1.82 -1.26  0.4443
49 H 3.07 1.82 -1.91  0.3087
50 H -0.83 -0.01 -3.34  0.1429
51 H -0.84 -0.65 -5.71  0.4351
52 H 1.24 -1.49 -6.78  0.3657
53 H 3.30 -1.71 -5.42  0.4118
54 H 3.29 -1.09 -3.05  0.4074
55 H 0.51 -2.24 4.14  0.4413
56 H -1.18 -2.87 5.77  0.4014
57 H -3.47 -1.92 5.64  0.3538
58 H -4.00 -0.29 3.84  0.4355
59 H -2.27 0.35 2.20  0.2149
60 H 1.65 -2.83 2.29  0.7197
61 H 3.91 -3.08 3.21  0.3672
62 H 5.27 -1.08 3.75  0.3730
63 H 4.34 1.18 3.30  0.4005
64 H 2.04 1.41 2.41  0.3521
65 O -2.33 0.80 -0.47  -0.0513
66 N -3.45 1.45 -0.85  -0.0342
67 C -4.55 1.41 -0.08  -0.2787
68 C -5.71 2.03 -0.46  -0.7331
69 C -5.75 2.75 -1.70  -0.4189
70 C -4.62 2.79 -2.47  -0.7123
71 C -3.45 2.10 -2.10  0.4105
72 S -1.96 2.28 -2.92  0.1542
73 H -4.41 0.89 0.85  0.4254
74 H -6.56 2.01 0.20  0.3921
75 H -6.64 3.28 -2.00  0.3411
76 H -4.60 3.34 -3.40  0.3713
77 B -4.03 4.57 2.65  0.2285
78 C -2.88 3.80 1.91  0.0415
79 N -2.05 3.19 1.38  -1.0012
80 H -3.62 5.67 2.95  -0.1772
81 H -4.32 3.92 3.64  -0.1637
82 H -4.97 4.64 1.89  -0.1556
83 F 1.50 2.65 -3.67  -0.5839
84 Te 1.15 3.56 -1.88  1.8896
85 F 2.89 4.34 -1.74  -0.4041
86 F 0.85 4.98 -3.14  -0.4110
87 F 0.34 4.90 -0.76  -0.4295
88 F 1.60 2.97 0.11  -0.7649
89 O -1.15 3.30 -2.10  -0.4345

Properties
Net charge: -2
Highest occupied orbital energy (spin up / spin down), eV: -1.1 / -3.5
2S+1: 6